(1)
The following is a DFT calculation (ωB97M-V/def2-TZVPD) of 9 unconnected molecules or ions with the total composition C29H48Br2Cl16I3NO8S.

```
108
Properties=species:S:1:pos:R:3
C 5.393 1.375 2.181
C 5.692 2.282 1.017
O 5.498 3.457 1.033
O 6.265 1.709 -0.075
C 5.718 0.463 -0.558
C 6.045 0.367 -2.051
C 4.869 0.742 -2.969
C 4.129 -0.463 -3.575
C 2.930 -0.956 -2.746
C 1.569 -0.362 -3.163
C 1.159 0.838 -2.288
C 0.586 0.304 -0.980
C 0.152 1.226 0.211
C -1.193 0.848 0.943
I -0.880 1.664 2.976
C -1.405 -0.726 1.128
Br -2.380 -1.142 2.773
C -0.218 -1.709 1.112
C -0.664 -3.154 1.388
Br 1.242 -1.282 2.314
C -2.527 1.606 0.282
N -2.873 2.745 1.102
C -3.754 0.660 0.347
C -5.049 1.201 -0.238
O -5.402 1.060 -1.352
I -6.412 2.148 1.154
C -2.322 2.119 -1.209
O -3.318 3.037 -1.533
C -2.429 1.042 -2.309
C -2.782 1.694 -3.636
O -3.861 1.667 -4.104
I -1.230 2.728 -4.707
O -1.067 2.812 -1.437
S 0.075 2.928 -0.335
O 1.272 3.267 -1.030
O -0.367 3.815 0.691
H 4.724 0.559 1.903
H 4.913 1.963 2.960
H 6.313 0.940 2.576
H 6.153 -0.361 0.014
H 4.636 0.485 -0.399
H 6.472 -0.606 -2.293
H 6.833 1.103 -2.211
H 4.199 1.404 -2.414
H 5.260 1.342 -3.796
H 4.845 -1.289 -3.633
H 3.832 -0.246 -4.604
H 2.887 -2.045 -2.825
H 3.134 -0.716 -1.697
H 1.646 -0.027 -4.200
H 0.808 -1.148 -3.096
H 2.067 1.399 -2.079
H 0.474 1.471 -2.845
H -0.256 -0.349 -1.218
H 1.350 -0.356 -0.569
H 0.959 1.221 0.942
H -2.046 -1.118 0.343
H 0.217 -1.757 0.130
H -0.019 -3.820 0.810
H -0.528 -3.437 2.430
H -1.680 -3.337 1.048
H -3.723 2.646 1.630
H -2.777 3.660 0.702
H -3.607 -0.270 -0.195
H -3.936 0.450 1.397
H -3.028 3.931 -1.303
H -1.492 0.507 -2.419
H -3.266 0.372 -2.136
C -9.854 1.673 -0.586
Cl -11.146 2.851 -0.848
Cl -10.068 0.769 0.921
H -9.844 0.982 -1.418
H -8.912 2.205 -0.530
C 2.548 -0.957 5.833
Cl 3.291 0.350 4.900
Cl 3.519 -1.441 7.228
H 1.581 -0.605 6.171
H 2.431 -1.815 5.181
C -2.743 -6.568 0.342
Cl -2.251 -5.191 -0.657
Cl -1.500 -6.955 1.534
H -3.654 -6.301 0.865
H -2.904 -7.423 -0.303
C -1.746 -0.133 7.399
Cl -0.860 1.367 7.689
Cl -0.861 -1.219 6.317
H -1.891 -0.639 8.345
H -2.694 0.109 6.934
C -0.844 6.065 -0.996
Cl -1.202 5.528 -2.643
Cl -2.325 6.176 -0.027
H -0.198 5.331 -0.527
H -0.369 7.037 -1.033
C 9.953 -0.280 -3.028
Cl 9.372 -0.406 -1.360
Cl 8.639 -0.117 -4.202
H 10.583 0.597 -3.100
H 10.510 -1.178 -3.264
C 1.716 -7.783 3.955
Cl 1.666 -8.789 2.504
Cl 0.946 -6.209 3.711
H 1.188 -8.299 4.748
H 2.752 -7.617 4.221
C -8.417 -0.751 -3.615
Cl -9.839 0.274 -3.862
Cl -8.502 -1.644 -2.090
H -8.360 -1.459 -4.431
H -7.541 -0.113 -3.587
```

Calculated values
Highest occupied orbital energy in eV: -8.640
2S+1: 1

Here are the Löwdin charges for atoms 1 to 99, given in e: atom 1 (C): -0.005, atom 2 (C): -0.536, atom 3 (O): 0.136, atom 4 (O): -0.023, atom 5 (C): -0.177, atom 6 (C): -0.214, atom 7 (C): -0.184, atom 8 (C): -0.190, atom 9 (C): -0.192, atom 10 (C): -0.176, atom 11 (C): -0.220, atom 12 (C): -0.179, atom 13 (C): -0.359, atom 14 (C): -0.568, atom 15 (I): 1.006, atom 16 (C): -0.682, atom 17 (Br): 0.718, atom 18 (C): -0.778, atom 19 (C): -0.244, atom 20 (Br): 0.743, atom 21 (C): -0.361, atom 22 (N): 0.004, atom 23 (C): -0.177, atom 24 (C): -0.773, atom 25 (O): 0.038, atom 26 (I): 0.931, atom 27 (C): -0.434, atom 28 (O): 0.024, atom 29 (C): -0.063, atom 30 (C): -0.783, atom 31 (O): 0.050, atom 32 (I): 0.952, atom 33 (O): -0.253, atom 34 (S): 0.603, atom 35 (O): -0.219, atom 36 (O): -0.337, atom 37 (H): 0.066, atom 38 (H): 0.067, atom 39 (H): 0.099, atom 40 (H): 0.122, atom 41 (H): 0.110, atom 42 (H): 0.073, atom 43 (H): 0.082, atom 44 (H): 0.105, atom 45 (H): 0.108, atom 46 (H): 0.103, atom 47 (H): 0.106, atom 48 (H): 0.107, atom 49 (H): 0.094, atom 50 (H): 0.108, atom 51 (H): 0.109, atom 52 (H): 0.096, atom 53 (H): 0.012, atom 54 (H): 0.095, atom 55 (H): 0.088, atom 56 (H): 0.064, atom 57 (H): 0.081, atom 58 (H): 0.058, atom 59 (H): 0.069, atom 60 (H): 0.043, atom 61 (H): 0.009, atom 62 (H): 0.009, atom 63 (H): 0.030, atom 64 (H): 0.112, atom 65 (H): 0.048, atom 66 (H): 0.057, atom 67 (H): 0.102, atom 68 (H): 0.118, atom 69 (C): -1.066, atom 70 (Cl): 0.506, atom 71 (Cl): 0.468, atom 72 (H): -0.070, atom 73 (H): -0.046, atom 74 (C): -1.062, atom 75 (Cl): 0.512, atom 76 (Cl): 0.515, atom 77 (H): -0.058, atom 78 (H): 0.001, atom 79 (C): -0.988, atom 80 (Cl): 0.540, atom 81 (Cl): 0.498, atom 82 (H): 0.027, atom 83 (H): 0.026, atom 84 (C): -0.995, atom 85 (Cl): 0.519, atom 86 (Cl): 0.533, atom 87 (H): 0.026, atom 88 (H): 0.026, atom 89 (C): -0.949, atom 90 (Cl): 0.534, atom 91 (Cl): 0.596, atom 92 (H): -0.023, atom 93 (H): 0.037, atom 94 (C): -0.994, atom 95 (Cl): 0.542, atom 96 (Cl): 0.540, atom 97 (H): 0.025, atom 98 (H): 0.023, atom 99 (C): -1.017



(2)
The following is a DFT calculation (ωB97M-V/def2-TZVPD) of a molecular structure, C29H48ClGaN4O4Si.

```
88
Properties=species:S:1:pos:R:3
O 1.470 0.979 -1.202
C 0.828 0.538 -2.157
C 0.494 1.295 -3.360
C 1.143 2.555 -3.370
H 1.775 2.789 -2.518
C 1.108 3.347 -4.501
H 1.825 4.161 -4.529
C 0.233 3.004 -5.573
H 0.213 3.608 -6.453
C -0.579 1.855 -5.470
H -1.270 1.630 -6.291
C -0.472 0.999 -4.365
H -1.162 0.157 -4.276
H 0.554 -0.539 -2.098
C -1.623 -2.466 -2.699
C -2.138 -1.765 -1.523
H -1.732 -1.944 -3.657
H -2.120 -3.422 -2.803
H -0.568 -2.712 -2.654
C -2.652 -0.473 -1.649
C -4.053 -0.608 -2.104
H -2.105 0.503 -1.701
H -4.116 -0.728 -3.202
H -4.726 0.197 -1.775
H -4.361 -1.589 -1.648
Ga -2.028 -2.278 0.277
Cl -4.007 -2.041 1.204
C -1.141 -0.881 2.616
O -0.958 -1.782 1.741
N -0.832 -1.154 3.865
C -0.118 -2.360 4.255
C -1.588 -0.497 4.913
H -1.503 0.133 2.397
H 0.634 -2.664 3.517
H -0.807 -3.197 4.442
H 0.400 -2.060 5.166
H -1.829 0.515 4.566
H -0.915 -0.469 5.769
H -2.526 -1.042 5.125
H 5.167 0.184 -1.371
H 5.080 -0.008 0.852
C 4.104 0.019 -1.572
C 3.989 0.076 0.904
N 3.489 -0.436 -0.336
H 3.953 -0.774 -2.309
C 2.468 -1.335 -0.346
O 1.903 -1.846 0.618
H 3.563 -0.512 1.718
H 2.138 -1.586 -1.370
H 3.671 0.934 -1.991
H 3.735 1.127 1.090
H 0.441 -6.750 0.775
H 2.483 -6.366 -0.689
C -0.156 -6.281 -0.011
C 1.830 -5.903 -1.442
N 0.677 -5.337 -0.746
H -0.983 -5.726 0.431
C 0.298 -4.072 -0.804
O -0.682 -3.692 -0.099
H 2.395 -5.130 -1.979
H 0.855 -3.406 -1.497
H -0.537 -7.046 -0.696
H 1.491 -6.652 -2.165
C -1.684 3.194 -0.391
Si -2.030 3.205 1.454
C -2.237 4.953 2.122
C -3.729 2.411 1.713
N -0.725 2.359 2.216
C 0.587 2.477 2.251
C 1.352 3.377 1.424
C 2.647 3.738 1.776
C 3.277 3.122 2.862
C 2.664 2.031 3.503
C 1.353 1.687 3.182
H -2.627 3.158 -0.946
H -1.093 2.305 -0.647
H -1.120 4.081 -0.709
H -3.302 5.232 2.164
H -1.843 5.027 3.145
H -1.721 5.703 1.506
H -4.163 2.108 0.755
H -4.407 3.140 2.174
H -3.683 1.531 2.358
H 0.890 3.804 0.534
H 3.155 4.509 1.194
H 4.257 3.466 3.211
H 3.206 1.462 4.249
H 0.861 0.843 3.661
```

Calculated values
Energy relative to the best compared isomer or geometry (same formula, charge and spin) in eV: 0.583
Highest occupied orbital energy (alpha / beta) in eV: -4.992 / -4.993
2S+1: 1

So, what does the Löwdin scheme give us? The charges, in e, come out as: atom 1 (O): 0.017, atom 2 (C): -0.207, atom 3 (C): -0.167, atom 4 (C): -0.022, atom 5 (H): 0.118, atom 6 (C): -0.057, atom 7 (H): 0.105, atom 8 (C): -0.055, atom 9 (H): 0.091, atom 10 (C): -0.078, atom 11 (H): 0.105, atom 12 (C): -0.017, atom 13 (H): 0.091, atom 14 (H): 0.111, atom 15 (C): -0.113, atom 16 (C): -0.352, atom 17 (H): 0.080, atom 18 (H): 0.088, atom 19 (H): 0.043, atom 20 (C): -0.218, atom 21 (C): -0.113, atom 22 (H): 0.103, atom 23 (H): 0.086, atom 24 (H): 0.081, atom 25 (H): 0.069, atom 26 (Ga): 0.211, atom 27 (Cl): 0.243, atom 28 (C): -0.214, atom 29 (O): -0.055, atom 30 (N): -0.165, atom 31 (C): -0.009, atom 32 (C): -0.021, atom 33 (H): 0.122, atom 34 (H): 0.101, atom 35 (H): 0.105, atom 36 (H): 0.092, atom 37 (H): 0.097, atom 38 (H): 0.092, atom 39 (H): 0.107, atom 40 (H): 0.091, atom 41 (H): 0.089, atom 42 (C): -0.046, atom 43 (C): -0.030, atom 44 (N): -0.197, atom 45 (H): 0.088, atom 46 (C): -0.353, atom 47 (O): 0.004, atom 48 (H): 0.089, atom 49 (H): 0.103, atom 50 (H): 0.078, atom 51 (H): 0.083, atom 52 (H): 0.102, atom 53 (H): 0.102, atom 54 (C): -0.006, atom 55 (C): -0.018, atom 56 (N): -0.153, atom 57 (H): 0.091, atom 58 (C): -0.213, atom 59 (O): -0.054, atom 60 (H): 0.099, atom 61 (H): 0.138, atom 62 (H): 0.103, atom 63 (H): 0.096, atom 64 (C): -0.193, atom 65 (Si): 0.371, atom 66 (C): -0.189, atom 67 (C): -0.178, atom 68 (N): -0.075, atom 69 (C): -0.424, atom 70 (C): -0.065, atom 71 (C): -0.146, atom 72 (C): -0.181, atom 73 (C): -0.154, atom 74 (C): -0.067, atom 75 (H): 0.015, atom 76 (H): 0.001, atom 77 (H): 0.021, atom 78 (H): 0.012, atom 79 (H): 0.026, atom 80 (H): 0.019, atom 81 (H): 0.012, atom 82 (H): 0.016, atom 83 (H): 0.001, atom 84 (H): 0.078, atom 85 (H): 0.089, atom 86 (H): 0.079, atom 87 (H): 0.085, atom 88 (H): 0.068



Number 1: E -424300.7398 eV, largest force on an atom 0.822 eV Å⁻¹. Number 2: E -117774.9570 eV, largest force on an atom 2.513 eV Å⁻¹.